Record 1
# C4H5N2O2

The ion C4H5N2O2 with charge +1 in a non-equilibrium geometry (ωB97M-V/def2-TZVPD, the Open Molecules 2025 dataset).

```
13
Properties=species:S:1:pos:R:3:forces:R:3:lowdin_charge:R:1
O -3.561 -0.103 0.079 -0.61 0.10 -0.02 0.266
N -2.415 -0.276 0.044 0.41 -0.11 0.06 0.049
C -1.213 -0.303 -0.070 0.86 2.00 -0.28 -0.069
N -0.533 1.264 -0.438 -0.33 -1.68 -0.34 0.172
O 0.515 1.441 0.345 -0.65 0.63 0.56 -0.050
C 1.587 0.541 0.077 0.55 -0.41 -0.52 -0.111
C 1.138 -0.883 0.044 -0.59 0.45 0.07 0.004
C -0.143 -1.255 0.005 0.46 -0.87 0.09 -0.004
H -1.231 1.967 -0.176 0.12 0.06 0.29 0.158
H 2.301 0.716 0.885 -0.14 -0.02 -0.10 0.154
H 2.067 0.799 -0.879 -0.14 0.08 0.19 0.156
H 1.932 -1.614 0.051 -0.04 -0.17 0.03 0.139
H -0.445 -2.293 0.033 0.09 -0.07 -0.04 0.136
```
Forces are in eV/Å.

## Properties
Structure (SMILES): O=NC1=[NH+]OCC=C1
Charge: +1
Energy: -414.90313 hartree
Kohn-Sham gap (spin up / spin down): 0.2877 / 0.2703 Eh
ΔE to the lowest compared entry with this formula, charge and spin: 123.8 kcal per mole

Record 2
# C6H41N2O15

A cluster of 16 separate species, C6H41N2O15 in total in a non-equilibrium geometry (ωB97M-V/def2-TZVPD, the Open Molecules 2025 dataset).

```
64
Properties=species:S:1:pos:R:3:forces:R:3:lowdin_charge:R:1
C 7.701 -17.613 -17.190 0.31 -0.20 -0.31 -0.070
C 8.831 -17.023 -18.058 0.39 0.74 0.13 -0.180
N 10.097 -16.740 -17.386 -2.36 -2.44 0.60 -0.097
C 10.678 -17.609 -16.442 0.63 1.65 0.07 -0.052
C 11.825 -16.925 -16.086 0.49 -1.91 1.39 -0.119
N 12.054 -15.864 -16.861 0.13 0.98 1.44 -0.095
C 10.935 -15.738 -17.649 1.26 3.08 -1.79 -0.113
C 13.222 -14.946 -16.640 -0.84 -0.47 -1.34 0.001
H 6.799 -17.740 -17.789 0.16 0.00 -0.33 0.043
H 7.368 -17.055 -16.314 0.65 0.20 0.00 0.056
H 8.004 -18.619 -16.900 -0.15 -0.06 0.25 0.060
H 8.548 -16.087 -18.539 -0.23 0.14 0.20 0.100
H 9.039 -17.698 -18.888 -0.08 -0.41 -0.18 0.101
H 10.119 -18.456 -16.074 0.37 0.22 0.17 0.072
H 12.546 -17.058 -15.293 -0.09 -0.67 0.02 0.096
H 10.820 -14.961 -18.389 -0.09 -0.48 0.20 0.090
H 13.896 -15.236 -17.446 0.45 0.39 0.13 0.088
H 13.716 -14.999 -15.670 -0.47 -0.78 0.00 0.060
H 12.963 -13.891 -16.736 -0.41 -0.15 -0.26 0.081
O 11.485 -16.055 -20.874 0.63 -0.25 -0.26 -0.068
H 11.321 -15.153 -20.601 -0.02 0.13 0.08 -0.013
H 10.619 -16.402 -21.088 -0.22 -0.36 -0.12 -0.024
O 5.018 -19.742 -17.266 0.12 -0.11 -0.01 -0.033
H 4.445 -19.174 -16.750 -0.03 0.16 0.23 0.049
H 4.793 -20.629 -16.985 -0.03 -0.32 0.08 0.062
O 9.746 -14.154 -20.115 -0.18 0.34 -0.03 -0.055
H 9.041 -14.607 -20.577 -0.12 -0.12 -0.17 0.042
H 9.328 -13.380 -19.738 -0.06 0.31 0.19 0.063
O 7.925 -17.521 -13.108 -0.17 0.20 0.13 -0.052
H 8.646 -17.836 -13.652 0.31 -0.03 -0.29 0.002
H 7.690 -18.271 -12.561 -0.08 -0.19 0.13 0.027
O 8.845 -17.370 -21.740 0.29 0.26 -0.12 -0.037
H 8.365 -18.194 -21.657 -0.09 -0.28 0.13 0.040
H 8.204 -16.695 -21.521 -0.32 0.05 0.01 0.033
O 10.645 -12.379 -15.178 -0.57 0.56 -0.43 -0.072
H 11.432 -11.892 -15.424 0.18 0.11 -0.05 0.021
H 10.963 -13.077 -14.606 0.26 -0.49 0.27 -0.028
O 5.647 -19.025 -19.867 0.21 0.35 -0.58 -0.060
H 5.603 -19.485 -19.029 -0.07 -0.12 0.66 -0.013
H 5.513 -19.708 -20.524 -0.09 -0.08 -0.28 0.048
O 10.847 -19.487 -13.712 -0.25 0.18 0.27 -0.068
H 10.814 -20.393 -13.404 -0.04 -0.27 0.19 0.060
H 11.407 -19.518 -14.489 0.30 0.01 -0.65 0.031
O 15.726 -14.936 -13.415 0.18 0.78 -0.15 -0.056
H 16.664 -15.119 -13.452 0.23 0.08 0.00 0.039
H 15.320 -15.792 -13.275 -0.41 -0.68 -0.02 -0.027
O 7.706 -14.655 -15.656 0.07 -0.20 0.02 -0.049
H 7.857 -13.788 -16.032 0.27 0.30 -0.03 0.029
H 6.757 -14.773 -15.698 -0.27 -0.03 0.06 0.029
O 12.050 -14.318 -13.819 0.17 0.17 -0.06 -0.032
H 12.562 -14.043 -13.058 0.22 0.20 0.19 0.066
H 11.727 -15.189 -13.589 -0.33 -0.59 0.06 0.015
O 11.527 -17.040 -12.664 0.45 0.81 0.27 -0.054
H 11.306 -17.919 -12.970 -0.31 -0.77 -0.37 -0.011
H 11.074 -16.956 -11.825 -0.17 0.17 0.24 0.071
O 3.557 -17.264 -18.738 -0.40 0.45 0.21 -0.051
H 3.578 -17.743 -17.910 -0.08 0.00 -0.01 -0.001
H 4.254 -17.659 -19.262 0.40 -0.37 -0.35 -0.013
O 15.268 -12.299 -15.232 -0.18 0.32 -0.10 -0.054
H 15.186 -13.218 -14.980 0.04 -0.44 0.38 -0.015
H 15.973 -12.290 -15.879 0.16 0.05 -0.16 0.031
O 14.257 -17.272 -13.332 0.54 -0.07 -0.28 -0.051
H 14.442 -18.162 -13.034 0.16 -0.22 0.04 0.057
H 13.406 -17.062 -12.948 -0.79 0.16 0.28 -0.001
```
Forces are in eV/Å.

## Properties
Spin multiplicity: 2
Expectation value of S²: 0.760
Energy: -1491.19235 hartree
Kohn-Sham gap (spin up / spin down): 0.0913 / 0.2856 Eh
ΔE to the lowest compared entry with this formula, charge and spin: 0.0 kcal per mole

Record 3
# C16H16Cl2N4O3Sr

A structure of composition C16H16Cl2N4O3Sr in a non-equilibrium geometry (ωB97M-V/def2-TZVPD, the Open Molecules 2025 dataset).

```
42
Properties=species:S:1:pos:R:3:forces:R:3:lowdin_charge:R:1
Sr -0.362 0.734 0.278 -1.51 -1.71 -2.55 1.576
N 1.266 0.165 -3.886 0.18 -0.25 0.24 0.120
C 0.404 1.129 -4.329 -0.39 0.36 -0.03 -0.071
C -0.302 1.527 -3.231 0.08 0.12 -0.69 -0.117
N 0.112 0.835 -2.145 0.46 -0.20 -0.43 -0.017
C 1.058 0.013 -2.550 -0.28 0.37 -0.64 -0.261
C 1.714 -0.903 -1.658 0.53 -0.61 0.46 -0.289
N 1.520 -0.876 -0.357 0.08 0.43 -0.53 -0.004
C 2.232 -1.891 0.170 0.44 -0.44 -0.10 -0.138
C 2.888 -2.561 -0.825 0.02 -0.04 0.50 -0.068
N 2.559 -1.921 -1.985 -0.21 0.22 -0.30 0.120
H 1.938 -0.310 -4.466 -0.05 0.00 0.13 0.160
H 0.362 1.440 -5.354 0.03 0.00 -0.11 0.114
H -1.084 2.258 -3.150 -0.08 0.13 -0.14 0.111
H 2.219 -2.081 1.225 0.06 -0.14 0.12 0.116
H 3.535 -3.415 -0.807 0.08 -0.09 -0.01 0.114
H 2.875 -2.202 -2.899 -0.13 0.07 0.08 0.158
Cl -1.066 -2.657 -0.249 0.57 -1.03 -0.27 0.343
C -2.012 -1.181 0.114 -0.89 0.34 0.13 -0.807
H -2.506 -1.410 1.058 -0.22 -0.08 0.08 -0.064
H -2.785 -1.183 -0.654 -0.26 0.00 -0.01 -0.072
C 0.231 5.238 1.794 -0.02 -0.09 0.10 -0.019
C -1.066 4.835 2.438 0.19 -0.22 0.24 -0.186
C -2.253 5.393 1.974 -0.23 -0.08 0.05 -0.076
C -3.473 5.072 2.540 0.20 -0.17 0.01 -0.681
Cl -4.915 5.812 1.932 -0.22 0.12 -0.10 0.655
C -3.550 4.158 3.574 0.08 0.05 0.01 -0.100
C -2.380 3.596 4.044 0.31 0.10 -0.01 0.008
C -1.136 3.932 3.511 -0.57 0.25 0.06 -0.242
O -0.064 3.409 4.191 -0.09 0.22 0.09 -0.028
C 0.978 2.752 3.506 0.09 -0.20 -0.27 -0.094
C 0.488 1.995 2.267 0.90 1.33 1.97 -0.739
O -0.644 1.491 2.310 -1.26 0.30 2.16 -0.185
O 1.257 1.934 1.294 2.00 0.74 -0.10 -0.183
H 0.058 6.005 1.041 0.00 0.04 0.01 0.080
H 0.706 4.386 1.307 0.15 0.09 0.00 0.070
H 0.914 5.639 2.542 0.14 0.00 -0.01 0.093
H -2.231 6.106 1.164 0.08 0.07 -0.08 0.106
H -4.499 3.893 4.013 -0.10 0.00 -0.01 0.105
H -2.399 2.880 4.851 0.00 -0.06 0.07 0.127
H 1.364 2.000 4.205 0.03 0.14 -0.09 0.142
H 1.798 3.427 3.233 -0.20 -0.07 0.00 0.125
```
Forces are in eV/Å.

## Properties
Energy: -2015.18992 hartree
Kohn-Sham gap: 0.2248 Eh
ΔE to the lowest compared entry with this formula, charge and spin: 11.3 kcal per mole

Record 4
# C2H3ClN

A cluster of 2 separate species, C2H3ClN in total in a non-equilibrium geometry (ωB97M-V/def2-TZVPD, the Open Molecules 2025 dataset).

```
7
Properties=species:S:1:pos:R:3:forces:R:3:lowdin_charge:R:1
C 1.030 1.256 0.014 1.15 1.30 0.10 0.341
C -0.035 -0.935 -0.029 -2.22 -4.01 -0.13 0.018
N 0.574 0.200 -0.076 1.13 2.05 1.24 0.026
Cl -2.671 0.244 0.178 0.48 -0.20 0.01 0.142
H 1.611 2.230 0.109 -1.05 -1.55 -0.29 0.187
H -0.480 -1.213 -0.995 0.13 -0.05 0.46 0.104
H -0.028 -1.780 0.800 0.39 2.46 -1.40 0.182
```
Forces are in eV/Å.

## Properties
Charge: +1
Energy: -592.49024 hartree
Kohn-Sham gap (spin up / spin down): 0.3136 / 0.2842 Eh
ΔE to the lowest compared entry with this formula, charge and spin: 65.6 kcal per mole

Record 5
# C2H4N2O2S

An isolated molecule of C2H4N2O2S in a non-equilibrium geometry (ωB97M-V/def2-TZVPD, the Open Molecules 2025 dataset).

```
11
Properties=species:S:1:pos:R:3:forces:R:3:lowdin_charge:R:1
O 1.239 -0.988 -1.012 0.22 -0.13 -0.05 -0.048
N 1.010 -1.422 0.278 -0.66 0.28 0.39 0.003
C -0.060 -0.928 0.775 0.57 -0.50 -0.14 -0.181
C -1.020 -0.040 0.053 -0.22 -0.41 0.22 -0.839
S -2.535 -0.576 -0.322 0.36 0.15 0.05 0.650
N -0.613 1.204 -0.192 -0.69 0.46 -0.70 -0.071
O 0.701 1.590 -0.043 0.04 -0.43 -0.73 0.008
H 2.073 -1.423 -1.239 -0.24 0.12 0.01 0.105
H -0.323 -1.290 1.772 0.03 0.18 -0.35 0.118
H -1.171 1.782 -0.831 0.40 -0.33 0.39 0.153
H 0.699 2.091 0.760 0.19 0.61 0.89 0.101
```
Forces are in eV/Å.

## Properties
Structure (SMILES): O/N=C\C(=S)NO
Energy: -736.66111 hartree
Kohn-Sham gap: 0.3300 Eh
ΔE to the lowest compared entry with this formula, charge and spin: 90.2 kcal per mole

Record 6
# C3H10OS

A cluster of 2 separate species, C3H10OS in total in a non-equilibrium geometry (ωB97M-V/def2-TZVPD, the Open Molecules 2025 dataset).

```
15
Properties=species:S:1:pos:R:3:forces:R:3:lowdin_charge:R:1
C -0.373 3.263 0.641 1.75 1.61 -0.43 -0.127
C 0.553 2.128 0.286 -0.49 -1.89 0.50 -0.333
C -0.060 0.751 0.710 0.02 0.58 -1.48 -0.567
S 0.388 -0.647 -0.401 0.42 0.03 0.31 0.652
H 0.220 4.185 0.475 -0.37 -0.14 -0.34 0.076
H -1.190 3.289 -0.072 -0.52 0.03 0.45 0.075
H -0.597 3.414 1.693 -0.67 -0.75 0.11 0.073
H 1.494 2.110 0.828 0.30 0.67 -0.11 0.097
H 0.773 2.117 -0.781 -0.02 0.11 0.01 0.089
H 0.256 0.618 1.737 -0.40 -0.73 0.12 0.068
H -1.132 0.698 0.538 -0.17 0.58 0.89 0.044
H -0.552 -0.314 -1.299 0.15 -0.12 -0.01 -0.147
O 0.084 -7.430 -1.734 0.25 -0.38 -0.63 -0.059
H 0.787 -6.818 -1.498 -0.36 0.05 0.31 0.033
H -0.650 -7.364 -1.125 0.11 0.33 0.32 0.026
```
Forces are in eV/Å.

## Properties
Structure (SMILES): CCCS.O
Energy: -593.69652 hartree
Kohn-Sham gap: 0.3559 Eh
ΔE to the lowest compared entry with this formula, charge and spin: 12.9 kcal per mole

ΔE to the lowest compared entry with this formula, charge and spin of number 3 (C16H16Cl2N4O3Sr)? 11.3 kcal per mole

What is the energy in the fifth record? -736.66111 hartree

Number 1 is which compound? C4H5N2O2